(1)
74
Properties=species:S:1:pos:R:3:lowdin_spin:R:1 method="wB97M-V/def2-TZVPD" total_charge=-1 spin_multiplicity=2 gap_ev="6.60 / 6.43" relative_energy_ev=0.889
Tc -0.0913 0.5411 0.2409 0.966
C 1.7769 3.3220 -3.0104 0.001
Si 0.1472 2.4738 -2.5515 0.004
C -0.7117 3.6356 -1.3540 -0.002
C -0.9812 2.4251 -4.0653 0.000
N 0.4591 0.9155 -1.8446 0.014
C 0.9079 -0.1316 -2.6047 0.001
C 1.3563 -0.0661 -3.9431 0.002
C 1.8152 -1.1764 -4.6359 0.000
C 1.8797 -2.4261 -4.0406 0.003
C 1.4980 -2.5337 -2.7080 0.000
C 1.0491 -1.4176 -2.0521 0.002
F 0.7488 -1.5494 -0.7159 0.007
H 1.5940 4.2568 -3.5476 0.000
H 2.4220 2.6965 -3.6317 0.000
H 2.3216 3.5710 -2.0935 0.000
H -1.2288 4.4074 -1.9313 0.000
H 0.0054 4.1362 -0.6992 0.000
H -1.4565 3.1502 -0.7275 -0.002
H -1.3676 3.4316 -4.2469 0.000
H -1.8374 1.7738 -3.8730 0.000
H -0.5113 2.0831 -4.9852 0.000
H 1.3534 0.8855 -4.4500 0.000
H 2.1274 -1.0533 -5.6664 0.000
H 2.2260 -3.2934 -4.5855 0.000
H 1.5437 -3.4701 -2.1670 0.000
Cl 2.6808 -0.4997 2.2653 0.000
C 1.1886 -1.3961 2.4243 0.003
C 0.0063 -0.8937 1.8680 -0.014
C -1.1400 -1.6033 2.3091 0.003
Cl -2.7334 -0.9545 2.0969 -0.002
C -1.0832 -2.7902 3.0384 -0.001
Cl -2.5207 -3.6338 3.4872 -0.001
C 0.1453 -3.3103 3.4308 0.005
Cl 0.2370 -4.8009 4.2929 0.002
C 1.2897 -2.5828 3.1527 -0.002
Cl 2.8156 -3.1702 3.7184 -0.001
C 3.3359 0.5146 -0.8138 0.002
C 2.8564 1.6564 0.0035 0.002
N 1.6788 1.7721 0.5833 0.005
C 1.6657 2.9982 1.2148 0.002
C 2.8523 3.6224 1.0296 0.000
N 3.6039 2.7664 0.2534 -0.001
C 4.9534 3.0142 -0.1870 0.000
N 5.8374 3.2178 0.9310 0.000
N 6.3169 4.4551 1.2032 0.000
N 6.9510 4.4336 2.3108 0.000
C 6.8821 3.1570 2.8280 0.000
C 7.3848 2.6255 4.0202 0.000
C 7.1116 1.3037 4.2797 0.000
C 6.3593 0.5142 3.3833 0.000
C 5.8702 1.0192 2.2014 0.000
C 6.1527 2.3636 1.9453 0.000
H 2.6901 -0.3371 -0.6329 0.001
H 4.3502 0.2213 -0.5375 0.000
H 3.3074 0.7438 -1.8812 0.000
H 0.7978 3.3407 1.7454 0.000
H 3.2292 4.5751 1.3582 0.000
H 5.0130 3.9146 -0.7970 0.000
H 5.2839 2.1610 -0.7752 0.000
H 7.9543 3.2407 4.7030 0.000
H 7.4697 0.8508 5.1945 0.000
H 6.1478 -0.5155 3.6398 0.000
H 5.2832 0.4081 1.5302 0.000
C -1.0815 1.6160 1.3236 -0.068
H -0.7051 2.1031 2.2273 0.011
H -2.1510 1.7318 1.1441 0.011
O -1.6773 -0.4589 -0.7132 0.031
N -2.3243 -0.6487 -1.7779 0.002
C -3.4558 0.0184 -1.8928 0.007
C -3.9276 0.9374 -0.9071 0.002
N -4.3045 1.6843 -0.1153 0.003
C -4.2349 -0.2023 -3.0663 0.001
N -4.8753 -0.3527 -4.0112 0.002

=====

(2)
11
Properties=species:S:1:pos:R:3:lowdin_charge:R:1 method="wB97M-V/def2-TZVPD" total_charge=0 gap_ev="7.66 / 8.54" relative_energy_ev=3.163
C 0.2407 -0.3992 -1.4400 0.053
C 0.4391 1.3237 0.5158 -0.295
C -0.8030 -0.6202 0.6577 -0.078
N 0.1215 0.1243 -0.1611 -0.212
F 1.6947 1.8874 0.0732 -0.036
F 0.6706 1.1225 1.8148 0.048
H -0.4296 -1.1601 -1.8969 0.075
H 1.1445 -0.0353 -2.0447 0.093
H -1.5747 0.2253 0.9476 0.133
H -1.2993 -1.3879 -0.0017 0.092
H -0.2045 -1.0805 1.5353 0.127